[1]
Formula: C48H42N9O4PbS3
Source: OMol25
Level of theory: ωB97M-V/def2-TZVPD

Highest occupied orbital energy   -14.21 eV
ΔE to the lowest compared entry with this formula, charge and spin   23.8 kJ/mol
Charge   +3
Max |F|   0.5 eV Å⁻¹
HOMO-LUMO gap   4.9 eV

```
107
C48H42N9O4PbS3 (ωB97M-V/def2-TZVPD)
C 6.16476 -0.52629 -3.04311
H 0.46834 -1.14841 -3.70093
C 3.22102 5.64596 -0.70039
Pb 0.38814 0.84543 0.69155
H 4.78666 2.79765 -2.81111
N -0.71668 -0.58224 3.57526
C 3.95762 1.97392 -0.34743
H -1.59774 2.69773 4.89623
C 4.70797 0.96681 -1.15933
H 0.25352 1.51206 -2.28042
H 0.59491 -1.76485 0.02838
H 3.69902 -2.45998 -1.21717
H 2.37491 4.88726 1.72923
C 4.25809 4.84793 -2.71722
H 7.81834 -0.73249 2.89725
S 3.18746 0.17935 1.71292
C 2.79098 4.07499 1.14604
C 4.80487 -0.57663 -3.05002
H -2.37117 4.30640 6.29462
C 2.83709 2.81094 1.65355
C 0.06418 -4.39900 2.75513
C 2.68656 -3.98484 -2.34132
H 1.43112 -4.00934 -0.37036
C 6.84014 -0.43338 3.25310
C -0.49020 -3.19625 2.98379
H 2.44655 2.60287 2.64410
N -0.33672 -0.87022 2.28493
O -1.17172 -2.92332 -0.03005
C 5.79400 -0.33362 2.35914
C 3.69671 5.89340 -1.95618
C 4.32880 0.30980 4.17906
H -3.26616 -1.77641 -2.90386
N -1.70800 1.90917 5.56334
H 1.39157 -5.61830 1.50652
N -0.65283 1.63108 -1.75390
C -3.10994 3.90112 8.26888
C 3.86471 3.29101 -0.91068
C 4.08514 0.15600 -2.08067
H 4.63086 5.05446 -3.71135
H 3.34872 -4.76906 -1.99425
C 1.44789 -5.71171 -3.70332
H 10.01260 1.09255 -1.13936
C 6.13169 1.01816 -1.13744
C -0.26041 -2.14179 2.02846
H 3.34199 0.57908 4.53738
O -2.79982 -2.71396 -1.34329
C 4.34528 3.58137 -2.21095
C -0.90361 0.66500 3.83643
H 6.29905 2.44057 0.49179
H -3.17187 -0.35298 -3.88405
H 8.82394 -0.30944 -2.77489
H 8.74403 2.46643 0.48245
O 1.60329 0.84131 -3.00178
H 2.79477 6.44272 -0.10393
H -1.02274 -2.97188 3.89318
C 1.65600 -4.30446 -3.22494
H 5.24085 0.41458 6.11243
H 8.27668 -1.25012 5.50361
N -1.84421 -2.15489 -0.89274
C 8.93153 1.06212 -1.14679
H 2.19660 -6.38680 -3.29433
H -2.02102 1.38007 -3.28551
C -3.33724 2.91520 9.22324
C 6.86015 0.24355 -2.07685
H -0.92407 2.61044 -1.75474
H 0.04752 -3.49085 -4.38857
C 8.20805 1.84535 -0.22263
C -3.00899 1.58104 8.97854
C 4.54295 0.04527 2.83695
H 3.65024 6.89131 -2.37031
C 0.90068 -3.81751 0.55000
N -1.64487 0.93426 -2.45790
C 6.84235 1.82990 -0.21830
S 2.32242 0.04656 -1.93897
H 1.50718 -5.76242 -4.79097
C 0.83152 -3.27125 -3.67332
H -2.19491 0.18465 7.56145
H 7.51216 -0.08741 6.58993
N -1.37589 0.77394 5.19130
C 6.66116 -0.15657 4.61350
C 5.39519 0.21208 5.06063
H 4.27625 -1.17186 -3.78151
C 0.11375 -2.54390 0.61948
H 0.46220 -6.08104 -3.41640
C 2.07653 -1.67144 -2.38897
H 5.93550 -0.55727 1.30909
C -2.23796 2.21407 6.82271
S -0.70418 2.08184 2.88145
C 8.27364 0.28213 -2.05463
C 0.85780 -4.67943 1.56160
C -2.45415 1.21189 7.77248
C 7.81866 -0.26232 5.56094
C 2.89426 -2.68462 -1.90336
C -2.00951 -0.31963 -2.22355
H 6.73511 -1.07680 -3.78020
N -2.86609 -0.86698 -3.07108
C 1.04501 -1.96035 -3.27397
N -1.41473 -0.95332 -1.14097
C 3.43056 1.76041 0.90270
H 8.58830 0.46790 5.30706
H -3.77849 3.18547 10.17327
H -3.19420 0.83375 9.73703
O 3.22618 -0.94058 0.72797
C -2.55444 3.55495 7.05383
H -0.05090 -5.18826 3.48682
H -3.36849 4.92978 8.47486
C 3.28907 4.34442 -0.15224
```

Results of the Löwdin charge analysis, in e, for atoms 1 through 4:
1 C 0.016
2 H 0.099
3 C -0.015
4 Pb 1.311

[2]
Formula: C48H44CuN3P2S2
Source: OMol25
Level of theory: ωB97M-V/def2-TZVPD

Highest occupied orbital energy (spin up / spin down)   -9.83 / -9.79 eV
Spin multiplicity   2
Charge   +1
Max |F|   1.5 eV Å⁻¹
HOMO-LUMO gap (spin up / spin down)   7.3 / 5.4 eV
⟨S²⟩   0.760

```
100
C48H44CuN3P2S2 (ωB97M-V/def2-TZVPD)
H 1.94020 4.51362 1.11431
H 0.21997 4.68355 1.56104
C -0.65178 -0.86958 -0.82413
C 1.33047 3.39808 2.89376
C 3.48019 2.15247 0.82576
H -2.61169 -1.38070 -3.09076
C -0.93523 -4.99607 -2.81048
H 0.27724 4.70553 -3.79484
C -2.63527 -2.43558 4.01146
H 5.33606 -5.04809 2.95848
C 4.77087 2.02052 0.32891
C -4.57537 1.95250 -3.49646
H -4.18028 -1.21346 -2.29091
C -2.33368 -1.10543 4.26888
C -0.90514 1.60486 -3.13703
C -0.32047 -2.87031 3.51386
H 0.63480 -2.01050 -3.07044
H -3.25370 3.72065 -0.93855
C 3.77650 -2.38656 4.35676
C 1.54630 2.93363 5.08448
H -0.79843 0.38826 4.33587
C 4.68156 -3.42607 4.19640
C -0.11925 2.64399 -1.12405
H -0.98864 -4.05752 -0.36367
H 2.07186 -2.72520 1.44868
H -4.76028 0.49721 -1.17033
H 5.60747 2.10599 1.00984
P 0.62100 2.53353 0.52598
C -1.03149 -0.65170 4.13887
C 1.33052 3.97193 4.14515
H -3.17945 -1.99429 -0.15962
H 0.51814 -3.14908 -0.56820
H -5.10855 2.74847 -5.41135
S -0.86224 1.81519 1.72657
C 2.78497 -2.95638 2.23269
C -4.69740 2.96581 -4.43367
H 1.78603 1.65050 -2.06811
H -1.63071 0.70799 -0.02230
C -3.65677 3.50945 -1.92325
C -0.86349 -5.39899 -4.13760
C 4.62748 -4.23893 3.07551
C -4.04800 2.21463 -2.23572
C 2.37257 2.05100 -0.02443
N -2.76352 0.16774 -1.67529
H 0.75031 -2.72017 -5.42678
S 0.99711 -0.73302 -0.37764
C 4.98555 1.80040 -1.01921
C -3.78062 4.52745 -2.85840
C -1.62793 -3.31552 3.64200
C 1.99798 0.35517 4.79858
C -2.66567 -2.17715 -1.10725
C -0.25899 -4.58380 -5.08045
H -4.40052 5.05071 -4.84506
Cu 1.23455 0.58562 1.70740
H 1.62950 3.03750 6.15490
C 0.27368 -3.35990 -4.69524
P 1.61428 -0.80774 3.41540
C 1.68176 1.76060 4.36247
H -1.40491 -5.64295 -2.07774
H 1.45456 0.07467 5.70095
C 2.81530 -2.15487 3.37941
H 5.99310 1.73699 -1.40864
C 0.20532 -2.96052 -3.37111
C 2.60491 1.78500 -1.37904
H -3.46839 5.53328 -2.60585
H -0.19884 -4.90035 -6.11328
C -0.75426 1.54853 -1.75218
H -4.89052 0.94470 -3.74562
H -3.65292 -2.78981 4.11446
N 1.58380 2.04949 3.04000
N -1.22711 -2.05972 -0.89587
H -0.63756 2.70878 -4.94793
C -3.10469 -1.14822 -2.13732
C -0.01507 -1.53221 3.75764
C -0.39655 -3.77861 -2.41720
H 0.70787 4.60939 -1.37214
H 0.45766 -3.56918 3.24184
H 1.17664 5.01858 4.35675
H -1.27927 -6.35357 -4.43221
H -3.61384 1.48718 -0.26911
H -2.89043 -3.18721 -1.44593
C 1.06856 3.99907 1.52262
C -4.29595 4.25721 -4.11652
H 3.06873 0.25729 5.00122
C -0.51263 2.70705 -3.87300
H 5.43488 -3.60142 4.95305
H -1.86010 -4.35794 3.46395
C 0.01108 3.82048 -3.23242
C 0.23292 3.77202 -1.87109
H -1.37876 0.77207 -3.64153
C 3.67423 -4.00676 2.09193
H 3.36544 2.34572 1.87867
H 3.81849 -1.77183 5.24644
C -3.83700 1.07524 -1.25769
C 3.89428 1.67297 -1.86653
H 4.04128 1.48591 -2.92226
C -1.46629 0.36319 -1.05769
C -0.47453 -3.31665 -0.97619
H -3.11483 -0.42013 4.57210
H 3.63102 -4.63574 1.21223
```

Results of the Löwdin charge analysis, in e, for atoms 1 through 4:
1 H 0.099
2 H 0.102
3 C -0.514
4 C -0.416

Question: What is the max |F| in the first record?
Answer: 0.5 eV Å⁻¹

Question: Among the records above, which one has the lowest charge?
Answer: C48H44CuN3P2S2

Question: What is the max |F| in the second record?
Answer: 1.5 eV Å⁻¹

Question: Which value of max |F| does entry 1 give?
Answer: 0.5 eV Å⁻¹